11
Properties=species:S:1:pos:R:3:forces:R:3 method="wB97M-V/def2-TZVPD" homo_energy_ev="-9.3 / -11.7" lumo_ev="-2.01 / 0.20" energy_ev=-15297.17139 mol_weight_g_mol=128.05 gap_ev="7.311 / 11.872" de_lowest_kcal_mol=127.8
C -0.47400 -1.07193 -0.97904 1.24 0.71 1.43
C 0.13609 -0.82686 2.27337 1.47 -0.23 1.64
N -1.28672 0.07151 -0.61363 -1.99 -0.82 2.82
N 0.09273 0.42387 1.70274 0.18 0.90 -0.82
O -0.59982 0.18007 -1.67888 1.70 -0.14 -2.98
F 1.15314 -1.53691 1.78240 0.92 0.00 0.07
F 0.32239 -0.68968 3.64020 0.12 0.01 -0.83
F -0.89173 -1.59718 2.12253 -2.33 -0.88 -0.31
H 0.47131 -1.02096 -0.35105 -1.17 -0.94 -1.30
H -0.91199 -2.01283 -1.38371 0.36 1.14 0.16
H -0.76357 0.87646 1.98426 -0.49 0.25 0.12

20
Properties=species:S:1:pos:R:3:forces:R:3 method="wB97M-V/def2-TZVPD" homo_energy_ev=-16.2 lumo_ev=-2.94 energy_ev=-7906.55430 mol_weight_g_mol=92.16 gap_ev=13.304 de_lowest_kcal_mol=9.2 charge=+1
C -0.61313 -1.19333 1.11823 -1.42 -0.40 0.58
C -0.61967 0.28218 0.76811 0.65 -0.44 -0.84
N 0.63119 0.52227 -0.08963 -0.37 -0.50 -0.03
C 1.85375 0.77294 0.69202 0.00 0.24 0.66
C -1.82332 0.70803 -0.04812 -0.90 0.08 0.57
H -1.13543 -1.75732 0.33773 0.56 -0.05 -0.13
H -1.27491 -1.33463 1.97444 0.02 0.08 0.14
H 0.31699 -1.67385 1.41793 0.22 0.32 -0.28
H -0.52768 0.90346 1.64557 0.25 0.27 0.20
H 0.72387 -0.32343 -0.68453 0.10 0.37 -0.04
H 0.45532 1.26839 -0.75493 0.02 0.24 -0.02
H 1.88811 0.02868 1.48815 0.47 -0.20 -0.39
H 2.73564 0.84631 0.05882 -0.07 -0.46 0.06
H 1.76086 1.71443 1.21419 -0.21 0.39 -0.05
H -2.66006 0.94009 0.62321 0.40 0.56 0.02
H -2.30021 -0.07666 -0.61587 0.53 -0.47 -0.61
H -1.58932 1.55255 -0.70109 -0.32 0.04 0.19
H 1.45897 -0.79841 -2.99477 -0.47 -0.12 0.12
H 0.09709 -1.52734 -2.94840 0.03 -0.01 -0.03
O 0.62191 -0.85438 -2.50107 0.49 0.07 -0.12

54
Properties=species:S:1:pos:R:3:forces:R:3 method="wB97M-V/def2-TZVPD" homo_energy_ev=-8.8 lumo_ev=0.17 energy_ev=-36219.37603 mol_weight_g_mol=390.44 gap_ev=8.958 de_lowest_kcal_mol=41.9 smiles="CNC(=O)[C@@H](NC(C)=O)[C@@H](C)O.CCc1c(C)[nH]c2c(C#N)c(C)nn2c1=O"
N -3.49104 -4.68200 3.00716 0.99 0.21 -1.11
O 0.62273 -2.84796 -2.37433 -1.03 -0.16 0.87
O 2.70979 3.24464 -2.71759 -0.09 0.05 -0.26
O -1.03357 2.29542 0.20990 0.16 0.29 -0.20
C -2.71753 -4.52946 2.15115 -0.77 -0.05 0.74
N 0.11588 -4.59675 -0.13409 0.01 0.25 -0.20
O 2.23543 5.00350 1.15648 0.38 0.12 -0.10
C -0.41075 -2.73610 -1.71774 2.23 0.72 -2.27
C 2.66989 3.00216 -1.52334 1.58 -0.06 -1.10
C 0.01702 1.99924 0.76835 -0.64 0.45 -0.75
C -0.53730 -5.05661 0.90508 -0.40 0.41 -0.08
C -1.76825 -4.32494 1.10491 0.04 -1.17 1.25
C -1.80953 -3.40270 0.11439 -0.16 1.09 -1.08
C -2.53685 -1.54669 -1.27633 1.73 -0.14 -0.88
C -1.39318 -1.67769 -2.06410 -2.02 -0.62 1.43
N -2.73244 -2.41317 -0.19707 0.48 -0.31 -0.07
N -0.65890 -3.57440 -0.63161 -1.84 0.46 0.94
N 0.05854 0.91511 1.55120 0.59 -0.76 0.78
N 1.51023 3.05988 -0.87270 -1.42 -0.23 1.84
C 3.94215 2.63228 -0.78820 -0.24 0.13 0.01
C -0.05019 -6.18950 1.75503 0.16 0.15 -0.26
C -3.58160 -0.48100 -1.48593 0.07 -0.24 0.21
C 1.20705 0.36845 2.27535 -0.04 0.26 -0.26
C -0.23892 0.38326 -2.90043 0.09 0.11 -0.18
C -1.12570 -0.80273 -3.28059 0.28 -0.23 0.41
C 0.70110 4.15836 2.72940 -0.04 -0.11 -0.46
C 1.25786 2.88083 0.56903 -0.14 -0.14 -0.28
C 1.04943 4.24888 1.24420 -0.27 0.08 0.58
H 2.32818 5.29850 0.24625 0.11 0.06 -0.10
H -3.59757 -2.36853 0.34178 0.54 -0.04 -0.24
H -0.81224 0.40928 1.61381 0.00 0.15 -0.09
H 0.70499 3.24710 -1.45343 -0.09 0.01 0.05
H 4.77267 2.67110 -1.49176 -0.20 0.00 0.02
H 3.85255 1.62084 -0.39804 0.09 -0.08 0.20
H 4.12299 3.33578 0.02217 0.05 -0.11 0.20
H 0.96740 -6.47001 1.46787 -0.22 0.09 0.00
H -0.70392 -7.05697 1.63069 0.05 0.08 0.08
H -0.05332 -5.89838 2.80873 -0.05 -0.07 -0.10
H -3.92337 -0.09877 -0.52002 -0.04 -0.06 -0.08
H -3.19408 0.37117 -2.04867 0.02 -0.28 0.10
H -4.43807 -0.89858 -2.02256 -0.01 0.07 0.04
H 1.60433 1.10593 2.97508 0.04 -0.12 0.02
H 0.89826 -0.51304 2.84060 -0.04 0.17 -0.13
H 1.99051 0.07065 1.57514 0.04 -0.04 0.12
H 0.72258 0.03571 -2.50952 -0.12 0.05 -0.06
H -0.04862 1.00675 -3.77927 0.07 -0.02 0.14
H -0.72534 0.99802 -2.13870 0.05 0.00 0.00
H -2.05768 -0.43767 -3.72003 -0.02 -0.15 0.19
H -0.63188 -1.39050 -4.06219 -0.05 -0.05 0.29
H 0.66262 5.16405 3.14962 0.05 -0.10 -0.03
H 1.45994 3.58012 3.25580 0.03 0.01 0.11
H -0.27504 3.69276 2.86213 0.00 -0.07 0.06
H 2.11182 2.40610 1.04376 0.25 0.08 -0.14
H 0.25093 4.78825 0.73316 -0.22 -0.17 -0.16

46
Properties=species:S:1:pos:R:3:forces:R:3 method="wB97M-V/def2-TZVPD" homo_energy_ev="-7.2 / -7.1" lumo_ev="-0.18 / -0.16" energy_ev=-63065.45100 mol_weight_g_mol=484.64 gap_ev="6.971 / 6.947" de_lowest_kcal_mol=1.9 s_squared=8.774 multiplicity=6
C -0.81518 0.99650 -3.30149 0.33 0.40 0.10
C -0.88091 0.52832 -1.99272 0.25 -0.36 0.16
N -0.05235 0.98197 -1.01641 -0.14 0.51 -0.97
C 0.80529 1.98259 -1.33127 -0.10 0.05 0.19
C 0.84406 2.55741 -2.59088 -0.08 -0.12 -0.23
C 0.04499 2.04869 -3.60605 -0.24 -0.54 0.61
C -1.83930 -0.61362 -1.73373 -0.07 -0.78 -0.06
P -2.33182 -0.86375 0.03850 -1.01 0.13 -1.06
Sm -0.00189 -0.12757 1.27308 -0.27 -2.13 1.04
P 2.22579 1.46546 1.12275 0.55 0.69 -0.66
C 1.75510 2.57379 -0.30346 0.19 0.17 0.56
O -0.61557 -3.20509 -2.17962 0.73 -0.42 -0.23
O 0.40164 -3.72162 0.39400 -0.01 0.13 1.01
H -1.42215 0.49186 -4.04417 0.00 0.29 -0.04
H 1.52602 3.38465 -2.74573 -0.07 -0.08 -0.18
H 0.09461 2.44024 -4.60225 0.04 0.17 -0.34
C -3.81353 0.17387 0.13773 -0.46 0.30 0.33
C -2.98452 -2.54112 0.24687 -0.26 -0.57 -0.13
H 2.67763 2.88896 -0.81228 -0.27 -0.02 0.07
H 1.32227 3.48518 0.13993 -0.08 -0.26 -0.18
H -1.35385 -1.58566 -2.05343 -0.38 1.01 0.26
H -2.73372 -0.48374 -2.36927 0.30 -0.04 0.26
C 2.61001 2.53936 2.52525 0.27 0.41 0.40
C 3.84333 0.87288 0.57498 0.53 -0.30 0.03
H 0.82510 -2.80632 0.52866 0.09 -0.42 0.02
H 0.37179 -4.08823 1.30937 -0.02 0.31 -1.07
H -0.20479 -3.41878 -1.31175 -0.09 -0.21 -0.24
H 0.08966 -3.30183 -2.84362 -0.36 -0.05 0.49
H -0.88054 1.23059 2.13408 -1.16 2.53 1.07
H 1.26141 -1.50638 0.73901 1.56 -1.05 -0.50
H -4.65064 -0.22922 -0.45468 0.32 0.08 0.14
H -4.11387 0.24825 1.19063 -0.04 0.00 -0.25
H -3.58251 1.18986 -0.20369 0.00 -0.20 0.06
H -3.84060 -2.75788 -0.41788 0.39 0.10 0.25
H -2.18965 -3.28652 0.08908 -0.27 0.28 0.04
H -3.31680 -2.62651 1.29848 0.13 0.07 -0.45
H 4.59550 1.67450 0.52978 -0.23 -0.17 -0.01
H 4.17632 0.10224 1.27970 0.03 0.14 -0.14
H 3.75654 0.39280 -0.40681 -0.05 0.10 0.19
H 3.50784 3.15279 2.35933 -0.25 -0.11 0.02
H 1.75784 3.18365 2.77762 0.16 -0.23 -0.12
H 2.78831 1.88383 3.39231 -0.05 0.21 -0.26
F -1.07099 -1.87695 4.02827 0.28 -0.02 0.27
C 0.07267 -1.17069 3.66858 0.15 0.56 -0.92
F 0.21890 -0.20208 4.65831 0.01 -0.59 0.04
F 1.12261 -2.05667 3.88489 -0.32 0.03 0.41